1.
The following is a quantum chemistry calculation of C35H37N5O2RuS2Si as an isolated structure, from the Open Molecules 2025 dataset.

CARTESIAN COORDINATES (ANGSTROEM)
Ru 0.202 0.293 -0.126
S -2.343 3.492 1.591
S 0.315 3.778 0.400
Si 2.445 0.386 -2.262
O -4.419 0.880 2.770
O -1.340 -1.048 0.604
N 3.890 -4.241 2.089
N -0.131 -0.784 -1.875
N -1.003 1.407 0.759
N -2.137 0.903 1.353
N 1.176 -0.371 1.521
C -2.247 -0.418 1.235
C 1.894 -1.494 1.393
C -1.917 -1.244 -3.581
C -5.558 -2.541 2.812
C 5.344 -2.828 -0.508
C 4.300 -0.666 -0.382
C -3.496 -2.486 1.615
C -4.555 -3.210 2.107
C -1.390 -2.691 -3.593
C 4.690 1.317 -3.700
C 3.307 1.416 -3.538
C 0.820 -0.343 -2.970
C -1.049 -3.127 -2.173
C -4.418 -0.442 2.521
C 4.633 2.995 -5.419
C -1.573 5.127 1.775
C 5.187 -1.603 0.128
C 2.483 -1.452 3.714
C -3.406 -1.098 1.805
C 3.299 -3.274 2.264
C 1.108 0.233 2.724
C -0.618 5.327 0.624
C 2.555 -2.066 2.469
C 1.750 -0.282 3.829
C 2.600 2.322 -4.336
C 1.657 1.440 -0.897
C 3.562 -0.925 -1.543
C -1.554 -0.518 -2.283
C 3.255 3.105 -5.271
C -0.987 2.764 0.856
C 4.631 -3.101 -1.669
C -5.491 -1.180 3.016
C 3.758 -2.153 -2.183
C 5.349 2.103 -4.634
C 0.053 -2.259 -1.575
H 1.665 0.232 4.775
H 2.380 1.884 -0.209
H 1.225 2.257 -1.496
H 5.147 3.604 -6.151
H -3.630 1.275 2.366
H -2.130 -3.360 -4.027
H -4.616 -4.278 1.959
H -0.701 -4.160 -2.142
H -1.139 5.533 -0.310
H -0.502 -2.772 -4.224
H -6.399 -3.097 3.205
H -1.666 0.565 -2.402
H 6.420 2.015 -4.752
H 0.520 1.134 2.788
H -2.369 5.871 1.778
H 4.198 0.290 0.124
H 1.950 -1.948 0.412
H 0.063 -2.392 -0.492
H -1.556 -0.690 -4.446
H 3.232 -2.378 -3.106
H 0.100 6.122 0.818
H 1.033 -2.529 -1.967
H -3.006 -1.227 -3.643
H 5.259 0.615 -3.102
H -6.260 -0.649 3.561
H 0.331 0.464 -3.521
H -2.185 -0.832 -1.458
H 2.988 -1.885 4.567
H 4.766 -4.047 -2.175
H -2.698 -2.972 1.069
H -1.940 -3.083 -1.544
H 0.943 -1.165 -3.674
H 2.697 3.796 -5.888
H 6.023 -3.565 -0.103
H 5.763 -1.379 1.017
H 1.523 2.425 -4.237
H -1.065 5.146 2.739

The HOMO energy (spin up / spin down) is -13.1 / -13.2 eV. As for the net charge: +2. As for the spin multiplicity: 1. The calculation puts the total energy at -80555.581 eV. As for the LUMO energy (spin up / spin down): -8.65 / -7.61 eV.

=====

2.
The following is a quantum chemistry calculation of C7H14PSSn as an isolated structure, from the Open Molecules 2025 dataset.

CARTESIAN COORDINATES (ANGSTROEM)
Sn -0.010 -0.003 0.020
S 0.579 -1.656 1.797
P -0.551 2.288 0.423
C -0.809 -0.675 -2.189
C -1.194 -1.756 2.248
C 1.462 -0.792 -1.613
C 0.447 0.013 -2.288
C -0.612 -1.875 -1.405
C 1.224 -2.823 3.002
C 0.777 -1.950 -1.043
H -1.378 -2.616 -1.171
H 2.286 -2.862 2.863
H -1.470 -0.829 2.746
H 0.782 -3.791 2.797
H 2.537 -0.591 -1.571
H -1.513 2.420 1.425
H -1.804 -1.965 1.378
H -1.306 -2.585 2.938
H 0.641 0.941 -2.803
H 1.257 -2.722 -0.459
H -1.057 2.942 -0.699
H 0.556 3.024 0.840
H 0.972 -2.423 3.979
H -1.758 -0.359 -2.625

The HOMO energy (spin up / spin down) is 0.3 / 0.2 eV. As for the net charge: -1. As for the spin multiplicity: 1. The calculation puts the total energy at -33433.585 eV. As for the LUMO energy (spin up / spin down): 2.86 / 2.86 eV.

=====

3.
The following is a quantum chemistry calculation of C46H38N3O8PS2W as an isolated structure, from the Open Molecules 2025 dataset.

CARTESIAN COORDINATES (ANGSTROEM)
W 0.807 0.050 -0.574
S -1.317 2.949 -1.544
S 0.888 -2.575 -1.009
P 0.746 0.110 2.026
O -1.960 -0.219 0.917
O 4.253 -1.180 1.473
O -2.502 -1.650 -2.289
O -0.871 -0.440 -1.390
O 1.788 2.023 -0.014
O 2.679 -0.438 0.096
O -1.155 2.573 -2.911
O -2.628 2.989 -0.964
N -0.335 2.030 -0.567
N 2.858 -4.380 -0.972
N 3.552 -2.392 -1.549
C 5.529 0.967 -5.523
C 0.137 -1.110 4.465
C -3.321 -4.774 1.978
C 0.022 -2.524 2.519
C 0.234 -1.271 3.082
C 2.878 0.166 -5.711
C 3.242 -0.546 1.277
C -6.678 0.747 -0.540
C 4.750 0.891 -4.379
C 0.606 2.814 2.781
C 1.330 6.443 -0.604
C -3.679 -3.579 2.593
C -2.562 -3.541 0.050
C -2.919 -2.350 0.661
C 2.490 -3.099 -1.184
C -0.769 5.741 -1.584
C -3.478 -2.378 1.939
C 1.943 0.266 -2.273
C -2.761 -4.749 0.712
C 1.654 5.139 -0.259
C 0.137 6.741 -1.254
C -0.386 -3.444 4.703
C -1.370 1.515 3.191
C 0.800 2.702 -0.335
C -6.328 -0.437 -1.178
C -1.382 3.885 3.612
C -4.132 -0.341 -0.190
C -5.756 1.380 0.275
C -0.059 3.957 3.203
C 3.413 0.487 -4.460
C 4.244 -4.595 -1.380
C -5.066 -0.980 -1.004
C 4.989 0.650 -6.762
C -0.283 -3.609 3.332
C 3.662 0.252 -6.850
C 2.535 0.245 2.361
C -0.177 -2.192 5.271
C 2.612 0.390 -3.280
C -0.045 1.581 2.757
C -2.034 -1.067 -1.353
C -2.753 -0.973 0.016
C 4.778 -3.158 -1.347
C -2.032 2.659 3.612
C 0.745 4.147 -0.576
C -4.488 0.836 0.452
C -0.434 4.451 -1.229
H 2.835 -0.079 3.354
H 1.844 -0.146 -5.775
H -4.116 -3.586 3.584
H -2.004 0.717 0.663
H 2.017 7.245 -0.368
H -0.085 7.768 -1.514
H -3.482 -5.717 2.485
H 4.764 -5.249 -0.685
H 6.563 1.281 -5.446
H 2.837 1.282 2.204
H 3.514 -1.385 -1.452
H -3.762 -1.446 2.413
H -1.903 4.778 3.933
H 0.461 4.907 3.207
H -4.797 -1.899 -1.504
H -0.632 -4.289 5.335
H -1.889 0.565 3.192
H 5.494 -2.966 -2.143
H -0.453 -4.577 2.881
H -3.062 2.588 3.940
H -2.482 -5.674 0.223
H 2.584 4.900 0.239
H 3.233 0.005 -7.813
H 5.166 1.146 -3.413
H 0.304 -0.138 4.915
H -7.041 -0.942 -1.817
H 1.634 2.901 2.456
H 2.162 -5.104 -0.934
H -0.255 -2.061 6.342
H -1.693 5.967 -2.098
H 4.297 -5.018 -2.386
H -6.011 2.305 0.775
H 5.599 0.714 -7.654
H 5.222 -2.905 -0.381
H -2.137 -3.543 -0.945
H -7.665 1.170 -0.679
H 0.094 -2.659 1.449
H -3.798 1.360 1.101

The HOMO energy (spin up / spin down) is -6.9 / -6.9 eV. As for the spin multiplicity: 1. The calculation puts the total energy at -101955.993 eV. As for the LUMO energy (spin up / spin down): -0.18 / -0.18 eV.

=====

4.
The following is a quantum chemistry calculation of C7H16Cl6O4 as an isolated structure, from the Open Molecules 2025 dataset.

CARTESIAN COORDINATES (ANGSTROEM)
Cl 0.373 -3.073 -2.348
Cl -0.868 0.548 1.191
Cl -2.313 -3.906 -2.428
Cl -0.083 -1.883 4.820
Cl -1.771 -1.143 -1.845
Cl -0.974 -3.115 0.044
O -2.737 2.949 -3.270
O 2.410 -2.248 1.132
O -0.858 2.225 -1.163
O 3.762 -1.425 -1.359
C 3.605 -0.770 -0.078
C -0.809 0.103 2.936
C -1.663 3.358 -1.107
C 0.117 -1.089 3.211
C 2.204 -1.086 0.390
C -3.032 3.093 -1.857
C -1.190 -2.768 -1.707
H 1.901 -0.215 0.972
H 4.377 -1.248 0.525
H -0.626 1.967 -0.268
H -1.862 -0.127 3.098
H -3.427 2.160 -1.455
H 2.805 -2.915 0.566
H -1.113 4.231 -1.459
H 3.745 0.300 -0.233
H 1.187 -0.995 3.026
H -0.062 -1.880 2.483
H -1.770 3.561 -0.042
H 1.477 -1.173 -0.418
H -3.698 3.935 -1.668
H -0.470 0.987 3.477
H 3.243 -0.876 -1.952
H -1.880 2.520 -3.216

The HOMO energy is -10.1 eV. As for the spin multiplicity: 1. The calculation puts the total energy at -90840.664 eV. As for the LUMO energy: 0.35 eV.